Computed, not measured: a molecular structure, C5H18B6CaF20MnN2O4 at a distorted geometry, with ωB97M-V/def2-TZVPD.

Properties
**Orbital gap (alpha / beta)**: 7.76 / 7.87 eV
**Multiplicity**: 6
**Lowest unoccupied orbital energy (alpha / beta)**: 3.20 / 3.20 eV
**Expectation value of S²**: 8.7525
**HOMO (alpha / beta)**: -4.56 / -4.67 eV
**Net charge**: -2

The geometry in XYZ format:
```
57
Properties=species:S:1:pos:R:3:forces:R:3
Mn -6.05505 -11.96667 5.47183 -0.60 -0.89 1.26
Ca -6.69422 -16.02373 6.54349 -1.71 -0.95 0.43
N -8.77488 -13.22212 6.63859 -0.06 -0.27 0.15
O -8.03145 -12.27052 6.22025 0.38 0.22 -0.25
O -8.26339 -14.30770 6.98392 -0.06 0.34 -0.20
O -9.96603 -13.02434 6.72726 -0.03 0.01 0.06
B -5.21724 -14.07065 6.16276 1.03 1.50 0.88
H -4.86117 -15.12814 6.47317 1.05 -0.52 0.10
H -5.66185 -13.53045 7.14188 0.10 0.05 0.23
H -4.29828 -13.41163 5.75466 0.20 -0.08 -0.34
H -6.10565 -14.12309 5.42526 -0.77 -0.12 -1.37
C -2.89930 -15.97946 4.39349 0.08 0.05 0.60
N -1.66965 -15.12439 4.59516 -0.16 -0.28 -0.37
C -1.50549 -14.92412 6.05689 -0.15 0.51 0.48
C -0.50404 -15.85988 4.06610 0.74 0.21 0.46
C -1.75515 -13.75862 3.92227 0.45 -0.67 0.29
C -1.97306 -13.86629 2.42260 -0.37 -0.26 -0.19
O -2.27129 -12.60280 1.88624 0.21 -0.06 -0.10
H -2.83086 -16.53329 3.46600 -0.30 0.40 -0.32
H -3.74984 -15.33054 4.55193 -0.31 -0.08 -0.51
H -2.93054 -16.72359 5.18471 0.19 0.05 0.04
H -0.51771 -14.51447 6.26218 -0.01 0.05 -0.07
H -1.65390 -15.85755 6.59266 0.12 -0.12 -0.16
H -2.27688 -14.23008 6.39484 0.02 -0.03 -0.02
H -0.38714 -16.75886 4.66680 -0.05 -0.18 -0.24
H 0.39029 -15.24439 4.19864 -0.09 -0.01 0.07
H -0.59528 -16.06605 3.00691 -0.31 -0.21 0.02
H -0.76743 -13.34137 4.12917 -0.19 0.42 0.02
H -2.53450 -13.18831 4.42314 -0.13 -0.03 -0.10
H -2.77742 -14.57345 2.20805 -0.08 0.02 0.10
H -1.07916 -14.25503 1.92692 0.07 0.21 -0.01
H -3.23203 -12.52078 1.87733 -0.14 0.15 0.11
B -4.38047 -10.83644 7.40404 0.51 -0.25 -0.07
F -4.05337 -9.51587 7.62859 -0.07 -0.09 0.04
F -3.59979 -11.72775 8.11195 -0.15 0.27 0.19
F -5.77352 -11.06797 7.55916 0.09 0.27 0.02
F -4.17051 -11.15233 5.98295 0.15 0.72 0.10
B -5.03795 -18.20574 5.88731 -0.99 -1.07 -0.45
F -6.36069 -18.65322 6.10536 0.40 -0.17 -0.05
F -4.72678 -17.44887 7.02950 0.61 0.40 -0.01
F -4.11144 -19.20918 5.63298 0.04 0.10 0.27
F -5.12984 -17.36916 4.75046 0.24 0.52 0.11
B -6.96953 -16.61161 9.48047 0.20 -0.03 0.52
F -7.51181 -17.31642 8.35783 -0.01 0.10 -0.06
F -6.03687 -17.41540 10.14616 -0.39 0.07 -0.03
F -6.27351 -15.49589 8.92483 -0.09 -0.03 -0.29
F -8.00008 -16.17997 10.30755 0.27 -0.17 -0.07
B -5.75331 -12.38593 2.87372 0.52 0.21 -0.98
F -5.02020 -13.57324 2.93415 -0.12 0.07 -0.05
F -5.94496 -11.98961 1.56609 -0.07 -0.05 0.13
F -6.96760 -12.44429 3.60143 0.21 -0.09 -0.27
F -4.95672 -11.37868 3.55860 -0.43 -0.22 0.00
B -8.88610 -16.37299 4.15450 -0.32 0.65 -0.27
F -9.86645 -15.40328 4.39155 0.11 -0.31 0.00
F -9.01408 -17.45953 5.02545 0.09 0.13 -0.14
F -8.88550 -16.73028 2.80288 0.06 -0.23 0.32
F -7.59855 -15.74450 4.45616 0.02 -0.23 0.00
```
Positions in Å, forces in eV/Å.